1.
{
  "formula": "C19H38InN6O3P2Te",
  "method": "wB97M-V/def2-TZVPD",
  "energy_ev": -66426.449,
  "e_homo_ev": -16.841,
  "orbital_gap_ha": 0.2712,
  "de_lowest_kj_mol": 70.6,
  "total_charge": 3,
  "species": ["In", "C", "N", "C", "P", "O", "O", "P", "O", "N", "C", "C", "N", "C", "C", "N", "C", "C", "H", "H", "H", "H", "H", "H", "H", "H", "H", "H", "H", "H", "H", "H", "H", "H", "H", "H", "H", "H", "H", "H", "H", "H", "C", "Te", "C", "C", "C", "C", "C", "C", "C", "H", "H", "H", "H", "H", "H", "H", "H", "C", "N", "C", "C", "N", "H", "H", "H", "H", "H", "H"],
  "xyz": [[-2.138, 1.514, -3.086], [1.526, -3.699, 0.887], [1.564, -2.222, 0.824], [2.635, -1.617, 1.634], [0.864, -1.489, -0.420], [0.793, 0.061, -0.106], [-0.599, -2.033, -0.539], [-2.128, -1.589, -0.991], [-2.093, -0.108, -1.208], [-2.359, -2.506, -2.303], [-1.687, -3.770, -2.627], [-3.659, -2.338, -2.982], [-3.130, -1.991, 0.207], [-3.447, -3.402, 0.475], [-3.424, -1.082, 1.315], [1.595, -1.746, -1.823], [3.052, -1.959, -1.903], [0.972, -1.419, -3.112], [2.499, -4.114, 0.620], [0.774, -4.096, 0.209], [1.275, -4.003, 1.902], [2.463, -1.854, 2.684], [2.656, -0.537, 1.516], [3.606, -2.024, 1.346], [-0.744, -3.860, -2.096], [-1.489, -3.797, -3.699], [-2.319, -4.624, -2.376], [-4.095, -1.368, -2.744], [-4.360, -3.118, -2.681], [-3.506, -2.397, -4.059], [-3.343, -3.995, -0.429], [-4.480, -3.473, 0.810], [-2.796, -3.814, 1.249], [-3.351, -0.049, 0.979], [-2.761, -1.260, 2.168], [-4.447, -1.252, 1.648], [3.460, -2.208, -0.928], [3.547, -1.064, -2.279], [3.246, -2.788, -2.582], [-0.111, -1.353, -3.016], [1.205, -2.212, -3.822], [1.366, -0.478, -3.498], [0.157, 0.341, 2.879], [-0.320, 1.223, 1.022], [1.306, 2.517, 1.360], [1.963, 2.065, 2.644], [3.111, 2.707, 3.103], [3.699, 2.297, 4.287], [3.145, 1.253, 5.021], [2.002, 0.615, 4.569], [1.411, 1.020, 3.376], [0.267, -0.735, 2.709], [-0.714, 0.488, 3.524], [0.922, 3.539, 1.388], [1.932, 2.412, 0.470], [3.542, 3.525, 2.540], [4.589, 2.797, 4.645], [3.601, 0.942, 5.950], [1.565, -0.189, 5.149], [-1.754, 6.392, -1.031], [-0.789, 5.535, -1.745], [0.168, 6.188, -2.658], [-0.824, 4.252, -1.630], [-0.851, 3.084, -1.528], [-1.206, 7.123, -0.439], [-2.374, 5.784, -0.379], [-2.382, 6.907, -1.756], [0.768, 6.899, -2.093], [-0.381, 6.712, -3.439], [0.815, 5.441, -3.108]],
  "atomic_forces_ev_per_a": [[-0.07, -0.04, -0.02], [0.01, -0.01, 0.00], [-0.02, -0.05, -0.01], [0.02, -0.01, -0.01], [0.01, 0.15, -0.01], [0.02, -0.14, -0.07], [-0.03, -0.07, 0.13], [-0.02, 0.02, -0.12], [0.11, 0.07, 0.05], [-0.02, 0.00, 0.01], [0.03, 0.01, -0.02], [0.00, -0.01, 0.00], [0.02, -0.02, 0.00], [-0.03, 0.00, 0.01], [-0.02, 0.02, 0.00], [0.03, 0.00, -0.03], [0.00, -0.01, -0.01], [0.01, 0.02, 0.00], [0.00, 0.00, -0.01], [-0.01, 0.00, 0.01], [0.01, 0.00, 0.00], [0.00, 0.00, 0.00], [0.01, -0.01, 0.00], [0.00, 0.00, 0.00], [0.00, 0.01, 0.01], [0.00, 0.00, 0.00], [0.00, 0.00, 0.00], [-0.01, -0.01, 0.01], [0.00, 0.00, -0.01], [0.00, 0.00, 0.00], [0.01, 0.00, 0.00], [0.00, 0.00, 0.00], [0.00, 0.01, 0.00], [0.00, -0.01, 0.00], [0.01, 0.00, 0.00], [0.00, 0.00, 0.00], [0.00, -0.01, 0.00], [0.00, 0.00, 0.01], [0.00, 0.00, 0.00], [0.00, -0.01, 0.00], [-0.01, 0.00, -0.01], [0.00, 0.00, 0.00], [0.00, -0.04, 0.01], [0.00, 0.05, -0.03], [0.01, -0.01, 0.00], [0.00, 0.01, 0.00], [0.01, -0.01, -0.01], [0.00, 0.00, 0.00], [0.00, 0.00, 0.00], [0.00, -0.01, -0.01], [-0.04, 0.03, 0.02], [-0.03, 0.02, 0.02], [0.01, 0.02, 0.00], [-0.02, -0.01, 0.03], [-0.01, 0.03, -0.01], [0.00, 0.00, 0.00], [0.00, 0.00, 0.00], [0.00, 0.00, 0.00], [0.00, 0.00, 0.00], [0.01, -0.01, -0.03], [0.03, 0.06, -0.01], [-0.03, 0.00, 0.02], [-0.01, -0.04, -0.03], [0.01, -0.02, 0.12], [0.00, 0.01, 0.00], [-0.01, 0.00, 0.00], [0.00, 0.01, 0.01], [0.01, 0.00, -0.01], [0.00, 0.00, 0.00], [0.01, 0.00, 0.00]]
}

=====

2.
{
  "formula": "C4H6ClN3",
  "method": "wB97M-V/def2-TZVPD",
  "energy_ev": -21235.062,
  "smiles": "[H]/N=C1/CCC=NN1Cl",
  "e_homo_ev": -8.613,
  "orbital_gap_ha": 0.3374,
  "de_lowest_kj_mol": 370.6,
  "species": ["H", "N", "C", "C", "C", "C", "N", "N", "Cl", "H", "H", "H", "H", "H"],
  "xyz": [[-2.041, 2.256, -0.326], [-1.052, 2.200, -0.113], [-0.513, 1.106, -0.038], [0.861, 0.724, 0.325], [1.300, -0.635, -0.252], [0.289, -1.697, 0.065], [-0.966, -1.505, 0.047], [-1.467, -0.360, -0.358], [-3.122, -0.121, 0.132], [1.550, 1.509, 0.001], [0.887, 0.676, 1.419], [2.278, -0.907, 0.153], [1.383, -0.544, -1.341], [0.613, -2.702, 0.285]],
  "atomic_forces_ev_per_a": [[-0.11, -0.32, 0.01], [0.24, 0.74, -0.03], [-2.16, -2.66, -0.45], [0.58, -0.33, 0.05], [-0.36, 0.11, -0.02], [0.41, 0.33, -0.17], [-0.37, -1.21, 0.59], [1.53, 3.42, -0.06], [0.36, -0.05, -0.02], [-0.17, 0.00, 0.13], [0.04, 0.04, -0.07], [-0.11, 0.05, -0.14], [0.12, 0.00, 0.03], [0.01, -0.12, 0.16]]
}